(1)
259
Properties=species:S:1:pos:R:3 method="wB97M-V/def2-TZVPD" e_above_lowest_kj_mol=129.99 homo_ev=-8.78 energy_ev=-124648.128 gap_ev=9.3016
O -5.419 1.726 4.589
O -1.411 -1.968 0.571
O 5.263 1.274 -2.622
O -1.756 -7.218 -1.524
O -0.337 -1.999 -3.126
O 1.214 6.247 0.386
O -1.023 0.200 -1.069
O 0.538 2.413 -4.780
O -7.057 1.543 -0.557
O 4.670 0.945 5.416
O 2.524 -2.866 2.445
O 7.633 -4.668 2.847
O 5.514 4.735 2.573
O 5.178 -5.970 -2.870
O -4.125 -2.876 1.928
O -4.164 -3.696 -1.292
O -2.961 -0.332 -4.864
O -2.469 1.330 -7.114
O -3.544 4.767 -3.336
O 5.834 0.228 2.755
O -1.603 4.044 4.219
N 0.238 9.685 -0.547
N 0.154 0.572 1.598
N 6.114 2.517 0.770
N 4.257 -4.020 -4.605
N 1.812 2.660 4.709
N 2.488 -0.275 3.810
N -1.542 4.064 -6.353
N -1.507 -4.547 -2.596
N 5.469 -2.787 2.487
N -3.605 1.620 7.781
N -5.272 3.535 1.042
N -5.110 -6.147 -2.570
N 1.391 5.070 -4.724
N -2.929 -6.125 3.063
C 0.912 0.658 0.354
C 0.491 -5.257 -1.346
C -4.916 2.194 0.544
C -6.664 0.744 -1.715
C 2.185 -4.038 1.751
C 2.406 5.618 0.853
C 1.447 7.604 0.101
C -2.379 4.834 -5.494
C 4.061 -3.832 -3.096
C -0.383 -5.492 -2.597
C 2.775 -3.017 -2.825
C -0.296 7.619 -1.761
C -5.565 3.131 4.437
C -3.748 1.675 1.403
C -7.424 -5.552 -2.055
C 1.488 -0.736 0.078
C 5.547 0.091 -3.355
C -6.004 -5.033 -2.403
C -0.351 3.424 3.853
C 0.125 8.255 -0.426
C 1.496 4.027 -2.526
C 0.046 1.144 -0.807
C 0.308 1.058 -5.213
C -5.125 1.401 5.904
C 1.883 2.679 -4.555
C 0.880 4.873 5.442
C -3.693 5.117 -6.234
C 2.032 -1.553 4.409
C -5.538 -4.117 -1.275
C -6.179 1.278 0.559
C 6.221 -3.392 1.379
C 2.124 4.068 -3.947
C -1.824 -3.957 3.198
C -1.821 0.749 -2.106
C 1.489 -2.592 3.467
C -3.658 1.718 6.376
C -5.218 -2.231 2.637
C 8.957 -5.137 3.113
C -2.629 0.826 5.726
C -1.995 -8.585 -1.441
C 3.981 -5.268 -2.572
C -4.030 -2.323 -1.409
C 0.958 -1.268 5.543
C -2.258 4.770 3.196
C 5.699 3.778 -1.178
C -3.178 -4.686 3.245
C 0.606 3.381 5.041
C -2.627 4.090 -4.203
C 5.236 -7.309 -2.493
C -4.049 -4.270 2.078
C -3.092 4.837 -1.967
C 5.881 1.218 -1.337
C 6.358 -2.288 0.311
C 7.579 -3.749 1.775
C 5.470 2.447 -0.519
C -0.837 -6.954 -2.650
H -0.790 0.952 -5.328
H -2.735 0.142 -5.640
H -1.125 -9.146 -1.119
H -5.595 -2.817 3.461
H -2.324 -9.011 -2.405
H 3.027 -4.264 1.070
H -3.622 -4.677 1.144
H 1.299 -0.426 6.116
H -0.024 -7.668 -2.607
H -1.546 5.431 2.593
H 2.364 2.586 -5.528
H 1.896 -1.142 0.965
H 4.862 -3.352 -2.586
H 3.136 -5.729 -3.069
H 3.217 4.235 -3.972
H -4.779 -2.045 -2.187
H 3.811 0.656 5.002
H 3.143 5.525 0.099
H -3.790 -6.638 3.057
H -5.710 -4.682 -0.345
H -7.408 0.980 -2.526
H -2.511 -6.419 2.191
H -1.446 -7.163 -3.566
H 1.366 -3.519 3.976
H 1.981 3.242 -1.920
H 6.148 -7.703 -2.848
H -2.719 4.068 2.575
H -0.546 -1.349 -2.460
H -0.557 6.543 -1.701
H 7.100 2.595 0.653
H 6.828 -2.733 -0.584
H 0.070 2.852 5.899
H -3.603 -4.645 4.197
H 0.809 9.948 -1.357
H 5.331 3.850 -2.191
H 2.889 -2.951 -1.729
H -5.062 -4.767 2.087
H -6.235 3.765 0.761
H 3.767 -5.297 -1.484
H -4.410 2.288 -0.479
H -6.263 -3.351 -1.218
H 0.572 -2.278 2.857
H -0.512 -0.167 1.419
H 4.362 2.335 -0.428
H 0.673 10.027 0.321
H 2.686 -2.057 -3.302
H 0.408 7.727 -2.605
H -1.302 4.616 -7.224
H 0.681 -4.204 -1.201
H 5.070 -0.741 -2.806
H -0.737 -2.857 -2.794
H -4.179 -5.843 -2.443
H -3.946 0.761 8.146
H 7.114 -1.562 0.640
H -4.322 5.695 -5.534
H -3.027 5.327 3.672
H 2.155 4.677 1.297
H 1.889 -3.713 -2.944
H -3.384 0.834 0.824
H 5.588 0.312 -0.748
H -2.994 -2.179 -1.818
H 0.777 -1.431 -0.348
H -5.791 1.982 6.559
H 1.421 -5.883 -1.353
H -5.898 0.221 0.563
H -0.522 2.418 3.483
H 5.963 1.618 1.242
H -1.328 -4.138 2.193
H -6.716 -0.321 -1.465
H -5.720 1.044 -2.065
H -3.544 5.623 -7.155
H -2.625 3.889 -1.666
H 4.574 -3.116 -4.960
H 5.090 -4.594 -4.668
H -2.079 -1.407 0.146
H -7.308 -6.017 -1.085
H -3.167 1.419 -7.794
H -0.693 7.939 0.221
H -0.401 1.405 1.824
H -6.140 -4.425 -3.328
H 5.742 0.653 3.593
H 5.143 -7.306 -1.438
H 5.064 0.156 -4.327
H -4.217 4.161 -6.406
H 1.631 1.649 4.666
H -2.814 -8.772 -0.767
H -4.822 -1.321 2.994
H -6.060 -2.040 1.949
H 8.878 -5.953 3.807
H 1.758 8.040 1.048
H -2.427 1.032 4.681
H 2.764 6.213 1.695
H 1.290 -3.870 1.166
H 2.246 7.730 -0.654
H -2.930 2.391 1.353
H 1.694 5.110 -5.700
H 6.979 1.276 -1.447
H 1.474 5.967 -4.326
H -2.121 -4.697 -1.803
H -1.627 3.897 -3.765
H 0.468 3.712 -2.620
H 2.425 1.924 -3.905
H 8.118 -2.837 2.021
H 1.745 0.151 3.258
H -1.241 7.977 -2.115
H -4.017 4.925 -1.428
H -0.014 -1.080 5.073
H -2.334 1.629 -1.761
H -2.975 -0.245 5.818
H -7.862 -6.302 -2.695
H -8.027 -4.663 -1.944
H 9.566 -4.306 3.443
H 5.237 4.452 -0.496
H 2.170 -4.872 2.430
H -4.236 2.255 8.153
H -4.584 3.561 4.545
H 0.801 0.329 -4.505
H -1.679 0.887 6.205
H 5.734 -4.215 0.971
H 1.536 5.161 6.285
H 4.463 -7.890 -2.989
H -6.233 3.549 5.240
H -5.934 3.383 3.436
H 5.719 -0.734 2.956
H -3.063 3.153 -4.509
H 1.560 5.032 -2.047
H -2.651 0.014 -2.387
H 8.045 -4.280 0.970
H -0.097 -5.570 -0.483
H 0.079 3.962 2.992
H -2.432 5.724 -1.785
H -1.979 5.839 -5.259
H -1.940 -2.669 0.929
H 6.786 3.998 -1.375
H 1.697 1.373 0.565
H 2.147 2.963 3.802
H -3.889 1.412 2.465
H -3.431 2.778 6.129
H 4.481 -2.987 2.427
H 1.259 5.312 4.482
H 4.657 1.927 5.426
H 6.677 -0.034 -3.573
H 6.325 5.026 2.906
H 0.809 -2.140 6.208
H -1.213 0.965 -3.032
H 5.748 4.127 1.818
H 9.389 -5.568 2.236
H -0.459 2.062 -0.439
H -2.106 -4.732 -3.413
H -4.591 4.216 0.738
H -0.661 3.919 -5.907
H 2.327 -0.675 -0.644
H 3.215 -0.521 3.104
H 0.654 0.962 -6.261
H 0.627 1.437 -1.698
H 2.945 -1.958 4.929
H -2.168 2.276 -6.923
H -5.393 0.322 5.898
H 0.192 -5.292 -3.557
H -1.241 -4.325 4.060
H 5.821 -3.151 3.378
H -0.161 5.234 5.597
H -5.239 -6.635 -3.418
H -6.699 1.509 1.534
H -2.005 -2.871 3.201
H -4.183 -1.776 -0.438
H -2.292 -1.050 -4.814
H 5.408 -1.829 0.092

=====

(2)
120
Properties=species:S:1:pos:R:3 method="wB97M-V/def2-TZVPD" multiplicity=2 homo_ev="-0.70 / -4.90" energy_ev=-102256.861 total_charge=-1 gap_ev="2.5695 / 6.7680" s_squared=0.75
S 0.752 -1.279 4.626
S 0.035 5.430 2.665
S -2.935 1.801 4.653
S 1.270 -2.353 -4.481
O 0.744 1.978 -0.221
O -2.452 1.831 -5.296
O -4.023 0.877 5.151
O -1.157 -5.098 -1.803
O 6.023 -0.430 2.265
O 2.717 -3.387 -0.113
O 3.998 5.599 -0.397
O -0.785 4.144 2.670
O -5.739 3.462 -2.105
O -0.755 -1.014 4.642
O -3.377 -0.807 -0.334
O 0.798 -1.477 -5.665
C -0.643 6.447 1.265
C -4.218 -3.008 -0.801
C -1.762 1.530 -4.356
C 5.026 -0.343 1.537
C -5.007 -0.920 -2.056
C 2.393 -3.687 -5.083
C -0.721 0.704 1.224
C -3.724 2.346 3.031
C 0.986 -2.447 3.209
C 2.652 -1.291 -3.719
C -0.997 2.641 -3.608
C -6.625 2.118 -0.357
C 1.012 -0.394 -0.347
C 3.964 4.608 -1.095
C -1.643 0.109 -3.886
C 2.725 -5.329 -1.449
C -0.836 -4.624 -0.717
C 1.741 5.209 1.952
C -3.076 3.418 5.610
C -0.603 -5.401 0.539
C -5.498 2.850 -1.060
C 2.728 4.256 -1.837
C -0.640 -3.100 -0.604
C 3.010 -4.605 -0.163
C 5.127 3.587 -1.193
C -4.090 2.672 -0.595
C 3.671 -0.799 2.036
C 5.174 -0.173 0.102
C -4.130 -1.528 -0.969
C 3.330 -5.473 1.004
C 1.235 -2.466 5.931
C 0.433 0.864 0.222
H -4.602 0.073 -2.250
H 5.225 3.041 -0.254
H 1.890 -4.554 -5.512
H 1.582 4.627 1.044
H -6.440 1.113 0.023
H 4.948 -1.053 -0.500
H -5.018 -1.472 -2.996
H -3.424 -3.531 -1.333
H 1.150 -1.923 6.872
H -6.044 -0.796 -1.744
H 3.322 -4.902 -2.255
H -3.524 2.171 -1.380
H -5.151 -3.498 -1.081
H -0.803 5.768 0.428
H -2.426 4.223 5.267
H -4.082 2.017 0.276
H 6.203 0.121 -0.103
H 3.226 -0.933 -4.574
H -1.242 2.732 -2.549
H -2.874 3.144 6.646
H -3.090 3.129 2.615
H 2.131 6.192 1.690
H 0.095 -2.853 0.162
H 3.091 -4.001 -4.307
H -0.156 -4.830 1.352
H -1.500 -2.512 -0.283
H 1.685 -5.202 -1.749
H -0.293 -2.661 -1.540
H 0.662 -3.392 5.884
H 1.966 -0.286 -0.863
H 3.556 -1.772 1.560
H -7.038 2.789 0.396
H 0.070 2.580 -3.821
H -3.637 3.631 -0.341
H 3.568 -0.830 3.121
H 2.226 -2.851 5.691
H 2.390 -5.689 1.512
H -1.518 -5.882 0.886
H 1.921 4.845 -1.401
H 2.348 4.601 2.623
H -0.713 1.516 1.951
H 2.938 -0.147 1.560
H -4.110 3.761 5.618
H -1.597 6.851 1.603
H 3.045 -3.329 -5.879
H 3.948 -6.360 0.865
H -0.574 -0.080 -3.785
H 1.258 -1.115 0.433
H 4.964 2.866 -1.994
H -4.087 -3.242 0.255
H -0.611 -0.266 1.709
H -0.020 7.322 1.077
H 2.261 -0.455 -3.138
H 4.687 0.746 -0.222
H -3.645 1.484 2.369
H -2.216 -0.541 -4.547
H -7.388 2.157 -1.134
H -2.058 -0.130 -2.907
H 0.415 -3.375 3.208
H 2.495 3.205 -1.666
H 2.855 4.518 -2.887
H 3.014 -6.371 -1.316
H -1.276 3.551 -4.140
H -1.660 0.712 0.671
H 3.349 -1.852 -3.097
H 6.022 4.183 -1.372
H -4.771 2.610 3.178
H 1.996 -2.840 3.087
H 0.105 -6.205 0.339
H 3.939 -4.923 1.721
H 0.649 -1.962 2.293
H 0.281 -0.714 -1.090